Version i
A gas-phase ion, C10H18N3O2 (charge +1). Source: the OMol25 dataset; level of theory: ωB97M-V with the def2-TZVPD basis set.

orbital gap = 9.54 eV
SMILES = CC[C@]12NC(=[N+](C)C)C[C@@]1(O)ON=C2C

```
! wB97M-V def2-TZVPD RIJCOSX def2/J DEFGRID3
* xyz 1 1
C 1.56850 -2.46207 -1.32662
C 0.19684 -2.31221 -0.79483
C -0.21448 -1.00889 0.02686
N -0.04413 0.24903 -0.63942
C 0.48683 1.20791 0.14559
N 0.52532 2.46612 -0.21226
C 1.02049 3.31841 0.83152
C 0.05077 3.08526 -1.43635
C 0.79164 0.67149 1.48066
C 0.33303 -0.77565 1.45110
O 1.30130 -1.72359 1.71216
O -0.83944 -0.98896 2.33867
N -1.97835 -1.13084 1.69929
C -1.93956 -1.39222 0.46327
C -3.04392 -1.71726 -0.47438
H 2.40768 -2.39032 -0.65869
H 1.85214 -1.78558 -2.08050
H 1.78805 -3.42272 -1.80065
H -0.02931 -3.18191 -0.08421
H -0.60420 -2.44258 -1.50083
H -0.64006 0.47766 -1.51480
H 0.25480 3.53880 1.53722
H 1.86512 2.74199 1.30498
H 1.37103 4.24678 0.32893
H -1.04164 2.74409 -1.69515
H -0.06755 4.19526 -1.29847
H 0.70140 2.88525 -2.27793
H 1.88550 0.71627 1.82298
H 0.21611 1.16552 2.20477
H 1.81068 -1.50441 2.49209
H -3.01863 -2.81496 -0.79466
H -2.97369 -1.02366 -1.22850
H -3.99228 -1.63199 -0.02186
*
```


Version ii
A gas-phase ion, C10H18N3O2 (charge +1). Source: the OMol25 dataset; level of theory: ωB97M-V with the def2-TZVPD basis set.

orbital gap = 10.06 eV
SMILES = CC[C@]12NC(=[N+](C)C)C[C@@]1(O)ON=C2C

```
! wB97M-V def2-TZVPD RIJCOSX def2/J DEFGRID3
* xyz 1 1
C -0.86670 1.93723 -1.79778
C -1.74252 1.42639 -0.65846
C -1.14446 0.18861 0.04176
N 0.24019 0.40993 0.35848
C 1.01273 -0.66141 0.09677
N 2.30326 -0.54794 0.31039
C 3.27544 -1.59977 0.11478
C 2.93273 0.75647 0.23896
C 0.24001 -1.81723 -0.28911
C -1.16210 -1.19147 -0.68166
O -1.26278 -0.93872 -2.08058
O -2.26141 -1.84221 -0.13788
N -2.71366 -1.24607 1.07282
C -2.07680 -0.23971 1.34425
C -2.47606 0.65198 2.49133
H -1.19547 1.53140 -2.79907
H 0.30445 1.83440 -1.56594
H -0.95086 3.02007 -2.04798
H -2.81672 1.16456 -1.11562
H -1.86564 2.32100 0.11122
H 0.53203 1.39867 0.74063
H 3.02403 -2.69197 -0.13833
H 3.92318 -1.32511 -0.87117
H 4.11083 -1.72676 0.92585
H 3.21054 1.10742 -0.76216
H 2.30399 1.52058 0.73860
H 3.86224 0.64227 0.83487
H 0.58023 -2.45772 -1.21015
H 0.11019 -2.46741 0.65583
H -1.80715 -1.68247 -2.35984
H -2.96168 1.53635 2.13340
H -1.49098 0.86683 3.17354
H -3.17110 0.12181 3.13225
*
```


Relative energy of each structure, in eV: version i 0.000; version ii 0.403.


Version i
A gas-phase ion, C4H8NO3 (charge +1). Source: the OMol25 dataset; level of theory: ωB97M-V with the def2-TZVPD basis set.

orbital gap = 11.10 eV
SMILES = [NH3+][C@H](CC=O)C(=O)O

```
! wB97M-V def2-TZVPD RIJCOSX def2/J DEFGRID3
* xyz 1 1
N 0.15352 1.37364 0.04175
C -0.52334 0.02996 0.06863
C 0.33955 -1.10907 0.66169
C 1.49201 -0.72982 1.59002
O 1.54430 0.40768 2.00329
C -1.09775 -0.30835 -1.32554
O -1.58524 -1.29461 -1.75155
O -0.97545 0.84692 -2.08251
H 1.12681 1.25807 -0.22275
H -0.21773 1.89731 -0.76419
H 0.05517 1.80400 0.95033
H -1.40868 0.05232 0.70161
H -0.33255 -1.62463 1.35959
H 0.70469 -1.79009 -0.11244
H 2.19776 -1.54855 1.78198
H -1.47305 0.73522 -2.89991
*
```


Version ii
2 unconnected molecules or ions with the total composition C4H8NO3. Source: the OMol25 dataset; level of theory: ωB97M-V with the def2-TZVPD basis set.

orbital gap (alpha / beta) = 6.16 / 6.16 eV

```
! wB97M-V def2-TZVPD RIJCOSX def2/J DEFGRID3
* xyz 1 1
C 2.04478 0.68175 0.25469
C 1.32762 -0.33941 0.66989
C -1.43932 0.73109 -1.24597
C -3.71758 0.11023 -1.04425
N 1.97359 -1.45565 1.51507
O -0.73475 1.58919 -1.61609
O 3.32536 0.89882 0.85246
O -2.22442 -0.10427 -0.92244
H 1.53071 1.34765 -0.38513
H -4.10407 -0.73706 -1.77980
H -4.06308 0.87393 -1.62811
H -4.03454 -0.04056 -0.00554
H 2.97072 -1.26818 1.51342
H 1.73709 -2.29552 1.06955
H 1.68514 -1.41587 2.53016
H 3.72274 1.42385 0.22210
*
```


Relative energy of each structure, in eV: version i 0.000; version ii 6.039.


Version i
11 unconnected molecules or ions with the total composition H20NO13. Source: the OMol25 dataset; level of theory: ωB97M-V with the def2-TZVPD basis set.

orbital gap = 10.01 eV

```
! wB97M-V def2-TZVPD RIJCOSX def2/J DEFGRID3
* xyz -1 1
N 4.95400 21.90700 -7.83700
O 3.76800 22.15600 -7.58200
O 5.18800 21.01700 -8.76200
O 5.89800 22.29000 -7.12900
O 7.70500 21.33600 -3.98100
H 7.26200 20.48100 -3.79700
H 6.94600 21.78600 -4.36500
O 5.65000 18.72500 -6.59000
H 5.70500 18.30900 -7.41000
H 6.35100 19.43700 -6.58300
O 3.08800 20.51800 -4.94400
H 3.03800 20.27000 -5.85300
H 2.32500 20.08900 -4.58300
O 7.81800 20.44000 -6.88600
H 8.25800 20.86300 -6.19000
H 7.10800 21.02800 -7.17500
O 2.96800 18.93800 -7.55000
H 2.39800 18.26300 -7.24000
H 3.88000 18.87000 -7.21200
O 5.06600 22.17800 -4.51700
H 5.15700 22.46600 -5.44400
H 4.34400 21.58800 -4.63200
O 1.10800 22.26800 -7.61000
H 2.04700 22.08700 -7.56600
H 0.97300 23.17900 -7.36800
O 3.00400 20.42400 -10.43600
H 3.46500 20.92200 -9.75600
H 2.22400 20.97000 -10.67500
O 6.09000 19.38600 -10.69100
H 7.00800 19.46500 -10.47000
H 5.63300 19.95200 -10.01100
O 1.24600 23.07800 -4.88900
H 1.87400 22.63400 -5.43400
H 0.48800 22.47000 -4.82900
*
```


Version ii
11 unconnected molecules or ions with the total composition H20NO13. Source: the OMol25 dataset; level of theory: ωB97M-V with the def2-TZVPD basis set.

orbital gap = 10.05 eV

```
! wB97M-V def2-TZVPD RIJCOSX def2/J DEFGRID3
* xyz -1 1
N 1.12721 0.03438 -0.23132
O 0.66649 -0.54248 0.78337
O 0.58303 -0.23584 -1.28607
O 1.71095 1.12576 -0.12520
O -1.40446 1.98027 -1.22500
H -0.58313 2.37585 -0.90949
H -1.04239 1.78201 -2.07335
O 1.69857 2.67978 2.03844
H 2.49200 2.38159 2.46084
H 1.65524 2.10245 1.27636
O -1.04504 0.06705 -3.82419
H -0.47546 -0.14289 -3.12484
H -1.15419 -0.68777 -4.34024
O 0.04385 -2.60379 -2.70844
H 0.40079 -1.88449 -2.19573
H -0.37262 -3.16095 -2.04074
O 1.90561 -0.63417 3.41561
H 2.25053 -0.65792 2.56252
H 1.68662 -1.50650 3.62275
O -0.55120 -2.97694 1.31026
H -0.29832 -3.63173 0.74532
H -0.11161 -2.13557 0.99042
O -1.99346 0.06671 0.73122
H -1.28294 -0.53487 0.90626
H -1.54467 0.80301 0.30047
O -2.41546 -1.81765 -1.27882
H -1.65419 -1.37938 -0.86891
H -3.03932 -1.17411 -0.92768
O -0.66438 0.36829 3.53290
H -0.87297 0.18778 4.40787
H 0.27393 0.08176 3.48687
O 1.24045 3.21077 -2.21879
H 1.55416 2.50511 -1.63781
H 1.21637 3.95450 -1.55489
*
```


Relative energy of each structure, in eV: version i 0.000; version ii 0.926.


Version i
A gas-phase ion, C5H10N3O (charge +1). Source: the OMol25 dataset; level of theory: ωB97M-V with the def2-TZVPD basis set.

orbital gap = 8.82 eV
SMILES = CN/[NH+]=C(C)\N=C1\CO1

```
! wB97M-V def2-TZVPD RIJCOSX def2/J DEFGRID3
* xyz 1 1
C 3.11425 -0.93080 0.04290
N 1.66505 -0.94907 -0.10909
N 0.85744 0.12853 0.40951
C -0.43011 0.45747 0.25712
C -0.83555 1.83192 0.48337
N -1.39246 -0.54906 -0.03664
C -2.62199 -0.48530 -0.09999
C -3.83830 -1.16012 -0.32992
O -3.74031 0.15148 0.21932
H 3.54456 -1.10363 0.97117
H 3.63608 -1.58837 -0.77313
H 3.23144 0.27162 -0.13326
H 1.28424 -1.84376 0.15576
H 1.45359 0.93153 0.51075
H -0.97501 2.59036 -0.34717
H -0.30552 2.41639 1.29773
H -1.87649 1.86646 0.94289
H -4.24428 -1.08427 -1.33349
H -4.21834 -1.89241 0.35856
*
```


Version ii
A molecular structure, C5H10N3O. Source: the OMol25 dataset; level of theory: ωB97M-V with the def2-TZVPD basis set.

orbital gap = 11.71 eV

```
! wB97M-V def2-TZVPD RIJCOSX def2/J DEFGRID3
* xyz 1 1
C 2.85449 -0.27598 -0.60079
C 1.63489 -0.14732 1.10843
C -1.31053 1.59351 -1.00143
C -1.78641 -1.59444 0.94114
C -1.08132 0.51352 0.03081
N 2.83291 -0.48343 0.70544
N 1.62607 0.09012 -0.95837
N 0.78936 0.20686 0.06916
O -1.51278 -0.67975 -0.14926
H 3.66556 -0.10966 -1.31768
H 1.41629 -0.47042 2.08011
H -1.55030 1.13746 -1.89440
H -1.94336 2.39387 -0.56481
H -0.26628 2.18855 -1.18812
H -1.79856 -0.88229 1.88704
H -1.19330 -2.55348 0.99672
H -2.89327 -2.01995 0.73977
H -0.90945 0.79132 1.04955
H 1.42597 0.30150 -1.93333
*
```


Relative energy of each structure, in eV: version i 1.398; version ii 0.000.


Version i
A molecular structure, C4H11N4. Source: the OMol25 dataset; level of theory: ωB97M-V with the def2-TZVPD basis set.

orbital gap = 10.85 eV

```
! wB97M-V def2-TZVPD RIJCOSX def2/J DEFGRID3
* xyz 1 1
C -1.42868 0.38818 -0.14202
C 0.61753 1.27536 -0.60469
C -2.87693 0.39782 0.22122
C 1.74049 -1.11070 0.16967
N -0.77854 1.44963 -0.38032
N -0.69229 -0.79108 -0.41556
N 1.35301 1.73434 0.37829
N 0.62131 -0.56194 -0.70487
H 0.95967 1.65865 -1.61060
H -3.65375 -0.11786 -0.41030
H -2.99462 1.46246 0.43134
H -2.99138 -0.19327 1.12202
H 1.52545 -2.18491 0.32476
H 2.75163 -1.09115 -0.44108
H 1.73509 -0.51085 1.08997
H -1.11096 -1.70429 -0.17220
H 2.37468 1.86947 0.25882
H 0.98920 1.70692 1.38621
H 0.97196 -0.92558 -1.69030
*
```


Version ii
A gas-phase ion, C4H11N4 (charge +1). Source: the OMol25 dataset; level of theory: ωB97M-V with the def2-TZVPD basis set.

orbital gap = 10.68 eV
SMILES = [H]/N=C1/CN(C)[NH2+]N1C

```
! wB97M-V def2-TZVPD RIJCOSX def2/J DEFGRID3
* xyz 1 1
H -1.22412 2.38242 1.88408
N -1.45163 1.41713 1.73053
C -0.81394 0.71312 0.92264
C -0.94165 -0.73564 0.73504
N -0.12263 -1.18901 -0.35802
C 0.55174 -2.47862 -0.29099
N 0.86518 -0.04096 -0.44175
N 0.25141 1.10809 -0.01918
C 0.11735 2.18933 -0.96384
H -0.72623 -1.24771 1.64129
H -1.92953 -1.07489 0.64266
H -0.13969 -3.31181 -0.34453
H 1.23320 -2.26055 -1.14636
H 1.16969 -2.62289 0.57957
H 1.08133 0.01772 -1.35438
H 1.76893 -0.33190 0.25381
H 1.14289 2.40051 -1.39391
H -0.63898 1.93635 -1.70314
H -0.19332 3.12931 -0.37352
*
```


Version iii
2 unconnected molecules or ions with the total composition C4H11N4. Source: the OMol25 dataset; level of theory: ωB97M-V with the def2-TZVPD basis set.

orbital gap (alpha / beta) = 8.18 / 8.18 eV

```
! wB97M-V def2-TZVPD RIJCOSX def2/J DEFGRID3
* xyz 1 1
C 1.91093 -0.22780 -0.49900
C 1.08280 -0.70278 0.53726
C -1.25650 0.19088 0.55603
C -0.62882 -0.48422 -0.67876
N 2.29871 1.01496 -0.89839
N 1.21456 -1.39052 1.55350
N -1.05271 -1.69543 -1.04939
N -0.24485 1.04808 1.16652
H 2.18434 -1.00904 -1.13525
H -1.47607 -0.63016 1.20571
H -2.13856 0.79483 0.29103
H -0.43696 0.09213 -1.58993
H 2.86483 1.20780 -1.72736
H 0.23866 -1.45492 2.04380
H -1.55662 -2.40843 -0.62452
H -0.82370 -1.96423 -2.04351
H -0.42657 0.91336 2.22403
H -0.46209 1.99915 0.86474
H 2.24398 1.80967 -0.31849
*
```


Relative energy of each structure, in eV: version i 0.000; version ii 2.226; version iii 1.524.


Version i
A molecular structure, H5N2OPS. Source: the OMol25 dataset; level of theory: ωB97M-V with the def2-TZVPD basis set.

orbital gap = 9.08 eV

```
! wB97M-V def2-TZVPD RIJCOSX def2/J DEFGRID3
* xyz 0 1
N -0.62670 0.61855 -1.23355
N -0.60758 0.21461 1.80800
O 1.65524 0.31771 -0.47986
P 0.21877 -0.37862 -0.29975
S -0.12632 -2.28261 -0.61991
H -0.35370 1.50028 -1.47080
H -1.60851 0.67957 -1.07834
H 0.28659 0.02646 2.35115
H -1.19426 -0.54889 1.76455
H 2.35646 -0.14707 -0.74148
*
```


Version ii
2 unconnected molecules or ions with the total composition H5N2OPS. Source: the OMol25 dataset; level of theory: ωB97M-V with the def2-TZVPD basis set.

orbital gap = 7.19 eV

```
! wB97M-V def2-TZVPD RIJCOSX def2/J DEFGRID3
* xyz 0 1
N -0.38041 1.16108 0.96649
N 0.95891 -1.85432 0.11157
O 0.46912 1.18327 -1.41373
P -0.58137 0.36537 -0.45773
S -2.47235 0.42523 -0.91984
H -1.08387 1.62258 1.45493
H 0.52390 0.90707 1.56652
H 1.07421 -2.39094 -0.76477
H 0.20622 -2.22372 0.55014
H 1.28565 0.80438 -1.09357
*
```


Relative energy of each structure, in eV: version i 0.000; version ii 1.444.


Version i
A single C5H5N3 molecule. Source: the OMol25 dataset; level of theory: ωB97M-V with the def2-TZVPD basis set.

orbital gap = 8.82 eV
SMILES = N=C=Cc1ncc[nH]1

```
! wB97M-V def2-TZVPD RIJCOSX def2/J DEFGRID3
* xyz 0 1
N -0.22591 2.22671 -2.63649
C -0.33783 1.79034 -1.47645
C -0.44519 1.36715 -0.23068
C 0.01033 0.09101 0.21244
N 0.89552 -0.64240 -0.42847
C 0.90261 -1.79465 0.31465
C 0.05490 -1.75953 1.32202
N -0.55455 -0.51143 1.23677
H 0.72094 2.49323 -2.78669
H -1.07065 1.83226 0.47961
H 1.45053 -2.75054 -0.04352
H -0.17718 -2.30159 2.15030
H -1.22352 -0.04057 1.88651
*
```


Version ii
A single C5H5N3 molecule. Source: the OMol25 dataset; level of theory: ωB97M-V with the def2-TZVPD basis set.

orbital gap = 8.18 eV
SMILES = C/N=C/N1C=C1C#N

```
! wB97M-V def2-TZVPD RIJCOSX def2/J DEFGRID3
* xyz 0 1
C -2.37335 -1.08955 0.14576
N -0.93745 -0.91099 0.01280
C -0.47624 0.24620 0.16512
N 0.81311 0.71733 0.41607
C 1.59389 1.72466 -0.14060
C 2.27819 0.59781 -0.21743
C 3.10489 -0.50761 -0.20540
N 3.88088 -1.33721 -0.31579
H -2.81715 -0.04961 -0.00413
H -2.83144 -1.73291 -0.66584
H -2.47176 -1.38777 1.15345
H -1.25817 1.00021 -0.04126
H 1.49459 2.72944 -0.30275
*
```


Version iii
A single C5H5N3 molecule. Source: the OMol25 dataset; level of theory: ωB97M-V with the def2-TZVPD basis set.

orbital gap (alpha / beta) = 7.08 / 7.08 eV

```
! wB97M-V def2-TZVPD RIJCOSX def2/J DEFGRID3
* xyz 0 1
C -3.47223 1.09775 -0.11950
C 0.82265 0.66142 -0.16091
C -2.42355 1.68225 0.06313
C 0.81924 -0.81515 -0.02532
C 2.24136 -2.82873 0.07738
N 0.05080 1.64866 -0.09505
N 1.68922 -1.67706 0.07856
N -1.15973 2.12854 0.25074
H -4.39485 0.65459 -0.29934
H 1.94172 0.92579 -0.18665
H 1.82538 -3.68208 -0.50615
H 3.20391 -2.95724 0.67699
H -1.14394 3.16125 0.24613
*
```


Relative energy of each structure, in eV: version i 0.000; version ii 4.090; version iii 6.165.


Version i
2 unconnected molecules or ions with the total composition C11H12NO2. Source: the OMol25 dataset; level of theory: ωB97M-V with the def2-TZVPD basis set.

orbital gap = 7.04 eV

```
! wB97M-V def2-TZVPD RIJCOSX def2/J DEFGRID3
* xyz -1 1
C 0.66292 1.62663 2.59484
C -0.47202 1.90014 3.62168
O -1.15573 2.90782 3.35287
O -0.63948 1.00239 4.47935
H 1.37721 0.86373 2.93140
H 1.25116 2.53938 2.43835
H 0.21295 1.22832 1.68155
C -0.13451 1.22177 -3.11331
C -0.59648 -0.92305 -0.17462
C 0.17751 -0.60069 -1.35949
C -0.35027 0.70848 -1.73145
C -1.34843 1.06344 -0.88301
C 0.51922 -2.96991 0.11291
C -0.44474 -2.08436 0.55696
C 1.39166 -2.64788 -0.93942
C 1.22390 -1.46749 -1.63786
N -1.42290 0.10540 0.12826
H 0.65753 -3.96177 0.54030
H -1.00139 -2.24071 1.47285
H 2.21399 -3.29344 -1.22535
H 1.87172 -1.28487 -2.49755
H -1.76609 0.36373 1.03648
H -2.05819 1.87211 -0.88326
H 0.92330 1.30227 -3.39903
H -0.53137 2.23408 -3.26141
H -0.56145 0.53444 -3.84203
*
```


Version ii
2 unconnected molecules or ions with the total composition C11H12NO2. Source: the OMol25 dataset; level of theory: ωB97M-V with the def2-TZVPD basis set.

orbital gap = 6.74 eV

```
! wB97M-V def2-TZVPD RIJCOSX def2/J DEFGRID3
* xyz -1 1
C 0.78237 -3.64790 0.97995
C -0.41638 -4.62142 0.82949
O -1.16656 -4.71388 1.83173
O -0.54212 -5.15142 -0.29707
H 1.08149 -3.48676 2.02160
H 0.39227 -2.68721 0.62958
H 1.60694 -3.89278 0.30070
C 0.13867 4.02612 0.67025
C -0.72616 0.52309 -0.27681
C 0.01146 1.69570 -0.49064
C -0.48801 2.69479 0.41112
C -1.49851 2.10039 1.11503
C 0.59329 -0.71251 -1.76543
C -0.43105 -0.71512 -0.83971
C 1.22032 0.48943 -2.13957
C 0.98204 1.68069 -1.49719
N -1.66924 0.81214 0.69356
H 0.92989 -1.64908 -2.19088
H -0.92054 -1.64691 -0.59302
H 1.91225 0.45762 -2.97332
H 1.51807 2.59265 -1.71331
H -2.27055 0.11947 1.11365
H -2.00489 2.53998 1.96234
H -0.61104 4.80202 0.87175
H 0.73496 4.41427 -0.15977
H 0.84103 3.97663 1.50595
*
```


Relative energy of each structure, in eV: version i 0.244; version ii 0.000.